1.
Formula: C32H93N7O11
Source: the OMol25 dataset
Level of theory: ωB97M-V with the def2-TZVPD basis set

Values from the calculation:
- SMILES string: COC[C@H](C)N.COC[C@H](C)N.COC[C@H](C)N.COC[C@H](C)N.COC[C@H](C)N.COC[C@H](C)N.COC[C@H](C)N.CO.CO.CO.CO
- HOMO level: -8.83 eV
- HOMO-LUMO gap: 0.3423 hartree
- E_LUMO: 0.48 eV

Structure (ORCA input):
```
! RIJCOSX wB97M-V def2-TZVPD def2/J DEFGRID3
* xyz 0 1
C -4.305 1.783 5.502
O -3.326 0.730 5.703
C -2.057 1.019 5.008
C -0.998 0.014 5.373
C 0.370 0.543 4.933
N -1.140 -1.314 4.790
H -5.220 1.390 5.925
H -4.326 2.029 4.417
H -4.011 2.673 6.117
H -2.293 0.981 3.917
H -1.713 2.012 5.268
H -0.953 -0.107 6.485
H 0.524 1.478 5.570
H 0.404 0.788 3.852
H 1.204 -0.049 5.212
H -2.017 -1.661 5.167
H -1.291 -1.167 3.796
C -4.650 -2.472 -5.518
O -3.757 -1.823 -4.674
C -4.020 -2.075 -3.303
C -2.892 -1.405 -2.521
C -1.506 -1.946 -3.025
N -3.066 -1.559 -1.103
H -5.666 -2.234 -5.305
H -4.562 -3.591 -5.471
H -4.434 -2.156 -6.537
H -5.028 -1.699 -3.028
H -3.954 -3.150 -3.199
H -2.959 -0.329 -2.749
H -1.452 -3.008 -2.812
H -0.743 -1.531 -2.421
H -1.301 -1.797 -4.086
H -2.161 -1.447 -0.618
H -3.442 -2.449 -0.946
C 2.562 -2.760 -3.245
O 3.422 -1.833 -3.790
C 2.707 -0.696 -4.181
C 2.914 0.363 -3.075
C 2.071 1.602 -3.288
N 4.371 0.712 -3.034
H 2.027 -2.347 -2.381
H 3.173 -3.648 -3.007
H 1.787 -3.121 -3.978
H 3.035 -0.386 -5.219
H 1.621 -0.962 -4.362
H 2.480 -0.065 -2.154
H 2.256 2.271 -2.446
H 1.032 1.275 -3.107
H 2.080 1.963 -4.297
H 4.792 -0.157 -2.701
H 4.451 1.325 -2.206
C 1.255 6.981 2.857
O 0.517 6.210 1.986
C -0.415 6.919 1.138
C -0.946 6.139 -0.051
C -1.551 7.092 -1.092
N -1.836 5.011 0.293
H 1.803 6.328 3.556
H 0.601 7.631 3.448
H 1.918 7.673 2.377
H -1.221 7.359 1.753
H 0.213 7.792 0.836
H -0.092 5.782 -0.621
H -1.899 6.550 -2.025
H -0.751 7.779 -1.322
H -2.446 7.648 -0.679
H -2.725 5.353 0.664
H -1.400 4.441 1.017
C 2.375 -5.890 0.531
O 2.072 -5.022 -0.533
C 0.762 -5.157 -1.090
C 0.515 -6.541 -1.687
C 1.577 -6.829 -2.750
N -0.849 -6.571 -2.202
H 3.017 -6.694 0.170
H 1.435 -6.252 1.075
H 2.852 -5.376 1.362
H -0.009 -5.009 -0.340
H 0.635 -4.472 -1.941
H 0.649 -7.238 -0.896
H 1.570 -5.980 -3.411
H 1.344 -7.679 -3.325
H 2.590 -6.926 -2.368
H -0.790 -6.241 -3.151
H -1.209 -7.510 -2.217
C 3.161 3.893 4.178
O 3.079 3.194 2.920
C 4.422 2.675 2.711
C 4.582 1.825 1.414
C 6.092 1.687 1.250
N 3.981 2.354 0.219
H 3.783 4.811 4.109
H 3.514 3.256 4.935
H 2.188 4.221 4.422
H 5.107 3.535 2.523
H 4.809 2.146 3.623
H 4.202 0.816 1.587
H 6.492 2.649 0.952
H 6.235 0.878 0.581
H 6.641 1.400 2.186
H 4.237 3.308 0.124
H 2.933 2.339 0.427
C 0.008 -2.313 0.844
O -0.531 -1.023 0.936
C 0.512 -0.018 0.953
C -0.109 1.399 0.811
C -1.030 1.348 -0.390
N 0.912 2.430 0.609
H -0.749 -3.029 1.178
H 0.873 -2.456 1.449
H 0.351 -2.437 -0.190
H 1.081 -0.151 1.902
H 1.217 -0.100 0.166
H -0.752 1.611 1.726
H -1.955 0.826 -0.300
H -0.447 0.973 -1.198
H -1.345 2.344 -0.746
H 1.416 2.546 1.466
H 0.589 3.306 0.219
C -4.421 0.568 1.553
O -4.838 0.157 0.301
H -3.467 0.207 1.886
H -4.273 1.675 1.602
H -5.210 0.319 2.229
H -4.120 -0.339 -0.182
C 4.528 -2.743 0.565
O 3.118 -2.624 0.631
H 4.880 -3.083 1.520
H 4.836 -3.337 -0.265
H 4.922 -1.752 0.342
H 2.632 -3.356 0.178
C -3.161 3.304 -2.913
O -3.753 2.960 -1.657
H -3.473 4.287 -3.360
H -2.085 3.320 -2.793
H -3.426 2.586 -3.663
H -3.474 3.553 -0.947
C -4.419 -5.580 -1.206
O -3.179 -4.883 -1.030
H -4.603 -5.779 -2.276
H -4.388 -6.576 -0.636
H -5.213 -4.990 -0.703
H -2.510 -5.444 -1.384
*
```

Mulliken atomic charge list, values in e, 99 entries: -0.5795, -0.3981, -0.0223, 0.3626, -1.3443, -0.7511, 0.2571, 0.1958, 0.2594, -0.2692, 0.4381, 0.3990, 0.3974, -0.0185, 0.5289, 0.3509, 0.1677, -0.7917, -0.3294, -0.6972, 0.7964, -1.1494, -0.4297, 0.3304, 0.2859, 0.2543, 0.4704, 0.2554, -0.2241, 0.0158, 0.2013, 0.5269, -0.1054, 0.3810, -0.3269, -0.4551, -0.5115, 1.7947, -1.4181, -0.8592, 0.1009, 0.2511, 0.2206, 0.3561, 0.1055, -0.8665, 0.2815, 0.2478, 0.3774, 0.3614, 0.3344, -0.7245, -0.1200, -0.9328, 0.6404, -1.5742, -0.1924, 0.0300, 0.3761, 0.3712, 0.3084, 0.3767, 0.1350, 0.2725, 0.4457, 0.3523, 0.3318, 0.0396, -0.9541, -0.3610, 0.1975, -0.0480, -1.4020, -0.4656, 0.2761, 0.3118, 0.3241, 0.2507, -0.4363, 0.5729, 0.2961, 0.4350, 0.3161, 0.2525, 0.2230, -1.0364, -0.0840, -0.9877, 0.6431, -1.7929, -0.1900, 0.3140, 0.4234, 0.2724, 0.3537, 0.3639, 0.1053, 0.4757, 0.3963

2.
Formula: C22H34N2O4P2SSn
Source: the OMol25 dataset
Level of theory: ωB97M-V with the def2-TZVPD basis set

Values from the calculation:
- HOMO level (spin up / spin down): -5.41 / -5.41 eV
- HOMO-LUMO gap (spin up / spin down): 0.1650 / 0.1650 hartree
- E_LUMO (spin up / spin down): -0.92 / -0.92 eV

Structure (ORCA input):
```
! RIJCOSX wB97M-V def2-TZVPD def2/J DEFGRID3
* xyz 0 1
Sn 0.166 0.459 -0.733
P -1.642 -0.803 -2.201
P 2.314 1.114 0.682
N 1.442 -1.055 -1.184
H -1.025 1.658 -1.429
C -1.354 -0.529 -3.969
H -2.223 -0.908 -4.525
H -0.447 -1.071 -4.275
H -1.219 0.537 -4.185
C -3.322 -0.256 -1.797
H -3.999 -0.611 -2.585
H -3.346 0.840 -1.752
H -3.611 -0.665 -0.818
C -1.608 -2.602 -1.970
H -2.303 -3.053 -2.693
H -1.917 -2.848 -0.946
H -0.593 -2.981 -2.142
C 3.635 1.622 -0.469
H 4.506 1.961 0.107
H 3.279 2.431 -1.116
H 3.898 0.760 -1.094
C 2.165 2.549 1.790
H 3.173 2.911 2.039
H 1.629 2.258 2.703
H 1.591 3.338 1.289
C 3.101 -0.177 1.696
H 3.817 0.292 2.388
H 3.628 -0.884 1.042
H 2.336 -0.723 2.263
C 1.900 -2.281 -1.037
C 3.133 -4.190 -1.970
C 2.657 -2.905 -2.094
C 1.718 -3.073 0.153
C 2.215 -4.348 0.260
C 2.926 -4.934 -0.796
H 3.682 -4.644 -2.794
H 2.824 -2.313 -2.999
H 1.166 -2.622 0.979
H 2.049 -4.907 1.181
H 3.310 -5.949 -0.702
C -0.160 2.866 -1.945
O 1.050 2.268 -1.674
C -0.405 3.114 -3.409
H -1.316 3.697 -3.575
H -0.454 2.213 -4.015
H 0.440 3.708 -3.755
C -0.556 4.029 -1.081
H 0.276 4.732 -1.071
H -0.804 3.749 -0.056
H -1.426 4.538 -1.507
O -0.973 2.539 1.596
C -1.325 1.384 1.911
N -0.996 0.270 1.168
S -1.451 -1.185 1.855
O -2.417 -1.857 1.011
O -0.282 -1.908 2.304
C -2.214 -0.386 3.209
C -2.836 -1.003 4.295
C -3.326 -0.178 5.319
C -3.173 1.216 5.242
C -2.540 1.807 4.149
C -2.065 0.982 3.120
H -2.925 -2.082 4.317
H -3.822 -0.630 6.177
H -3.557 1.835 6.056
H -2.398 2.882 4.062
*
```

Now the natural (NBO) charges, all in e: 1.7088, 1.0548, 1.0810, -1.1762, -0.1632, -0.9528, 0.2353, 0.2738, 0.2392, -0.9738, 0.2357, 0.2480, 0.2777, -0.9653, 0.2309, 0.2854, 0.2867, -0.9537, 0.2219, 0.2696, 0.2665, -0.9644, 0.2259, 0.2417, 0.2559, -0.9620, 0.2307, 0.2728, 0.2621, 0.1665, -0.2181, -0.2693, -0.3468, -0.1860, -0.3274, 0.1972, 0.1931, 0.2194, 0.1967, 0.1976, 0.4851, -0.9022, -0.6852, 0.2138, 0.2183, 0.2547, -0.7189, 0.2409, 0.2781, 0.2093, -0.6322, 0.6519, -1.0044, 2.3169, -0.9385, -0.9041, -0.3352, -0.1645, -0.1856, -0.1961, -0.1827, -0.0663, 0.2377, 0.2268, 0.2258, 0.2405

3.
Formula: C19H28MnNO4
Source: the OMol25 dataset
Level of theory: ωB97M-V with the def2-TZVPD basis set

Values from the calculation:
- HOMO level (spin up / spin down): -11.81 / -11.83 eV
- HOMO-LUMO gap (spin up / spin down): 0.2897 / 0.2226 hartree
- Expectation value of S²: 3.8555
- E_LUMO (spin up / spin down): -3.93 / -5.77 eV

Structure (ORCA input):
```
! RIJCOSX wB97M-V def2-TZVPD def2/J DEFGRID3
* xyz 1 4
O -0.139 0.222 -3.307
C 1.080 0.504 -4.039
C 0.517 1.810 -4.616
H 1.168 -0.326 -4.737
H 1.963 0.611 -3.409
C -0.805 1.367 -3.875
H 0.536 1.948 -5.716
H 0.929 2.692 -4.082
C -2.002 0.795 -4.576
H -1.747 0.162 -5.439
H -2.696 1.594 -4.873
H -2.516 0.133 -3.838
C -1.220 2.425 -2.861
H -0.347 2.918 -2.400
H -1.879 1.968 -2.097
H -1.788 3.199 -3.405
Mn 0.046 -0.129 -0.310
C 1.035 0.983 1.155
C 1.905 -0.087 0.761
C 2.188 0.062 -0.633
H 2.371 -0.816 1.410
C 1.540 1.257 -1.087
C 0.801 1.817 -0.002
H 0.258 2.757 -0.028
H 0.719 1.188 2.167
H 2.881 -0.518 -1.228
H 1.738 1.753 -2.019
C -1.208 -0.528 1.302
C -1.748 0.556 0.481
C -2.091 -0.011 -0.795
H -1.960 1.581 0.811
C -1.647 -1.372 -0.831
C -1.174 -1.712 0.491
H -0.976 -2.719 0.845
H -0.965 -0.483 2.366
H -2.746 0.433 -1.543
H -1.768 -2.061 -1.670
O 0.057 -1.210 -5.857
C -0.187 -0.634 -7.174
C 0.517 -1.490 -8.266
H 0.190 0.400 -7.151
H -1.267 -0.520 -7.354
C 1.342 -2.539 -7.495
H 1.150 -0.862 -8.915
H -0.238 -2.010 -8.864
C 1.056 -2.286 -6.004
H 2.399 -2.337 -7.667
H 1.096 -3.560 -7.801
H 2.009 -1.974 -5.517
H 0.707 -3.160 -5.424
O 1.355 -2.875 0.603
N 1.545 -3.217 -0.580
O 1.269 -2.459 -1.539
*
```

Now the natural (NBO) charges, all in e: -0.5818, -0.0687, -0.4447, 0.2397, 0.1480, 0.2765, 0.2280, 0.2004, -0.6233, 0.2409, 0.2130, 0.2061, -0.6290, 0.1990, 0.1983, 0.2353, 0.7455, -0.2546, -0.2497, -0.2033, 0.2757, -0.2407, -0.2633, 0.2652, 0.2648, 0.2619, 0.2648, -0.2556, -0.2693, -0.2108, 0.2670, -0.2568, -0.2402, 0.2744, 0.2705, 0.2693, 0.2813, -0.5659, -0.0735, -0.4321, 0.1664, 0.1890, -0.4374, 0.2237, 0.2203, -0.0730, 0.2164, 0.2255, 0.1664, 0.1952, -0.2605, 0.5046, -0.2983

Number 1: largest force on an atom 2.9 eV/A. Number 2: largest force on an atom 4.1 eV/A. Number 3: largest force on an atom 4.6 eV/A.